Model A:
Below is a 2-piece molecular cluster, C4H9O2S overall, with properties calculated with the ωB97M-V functional and the def2-TZVPD basis.

ORCA input file:
```
! wB97M-V def2-TZVPD RIJCOSX def2/J DEFGRID3
* xyz -1 1
C -2.991 -1.661 0.505
C 3.204 1.198 0.677
C 2.459 0.269 -0.292
C -1.325 -0.219 -0.914
O -3.926 0.278 -0.955
O -2.719 0.968 1.025
S -2.823 -0.003 -0.059
H -2.955 -2.416 -0.253
H -2.046 -1.859 1.198
H 2.735 1.961 1.205
H 3.680 0.529 1.592
H 4.147 1.706 0.258
H 2.993 -0.192 -1.215
H 1.403 0.365 -0.564
H -1.503 -0.884 -1.730
H -0.331 -0.040 -0.476
*
```

## Properties
Lowest unoccupied orbital energy (spin up / spin down), eV: 3.4 / 2.8

Model B:
Below is an isolated ion of composition C4H9O2S and charge -1, with properties calculated with the ωB97M-V functional and the def2-TZVPD basis.

ORCA input file:
```
! wB97M-V def2-TZVPD RIJCOSX def2/J DEFGRID3
* xyz -1 1
C 0.148 0.150 0.712
C 0.543 -1.292 0.665
C 1.240 1.062 1.249
C -1.895 -0.186 -1.079
O -0.400 1.883 -1.225
O 0.604 -0.260 -2.161
S -0.217 0.474 -0.954
H 1.539 -1.386 0.119
H 0.769 -1.553 1.683
H -0.337 -1.891 0.230
H 2.258 0.879 0.881
H 1.254 0.895 2.231
H 0.912 2.101 0.852
H -2.490 0.598 -0.460
H -2.258 -0.273 -2.120
H -1.671 -1.201 -0.625
*
```

## Properties
SMILES: CC(C)=[S@@](C)(=O)[O-]
Lowest unoccupied orbital energy, eV: 4.0

Which is most stable, and by how much? model B, by 298.1 kJ/mol.